The following is a DFT calculation (the ωB97M-V functional and the def2-TZVPD basis) of a molecular structure, C16H32KO8S4 in a non-equilibrium geometry.

energy above the lowest of the compared OMol25 structures with the same formula, charge and spin	376.1	kJ/mol
charge	+1
LUMO level	-3.51	eV

Last column: Löwdin charge in e.
Geometry (Å):
K -0.80 0.61 -0.98  0.96
C -6.90 6.58 -2.34  -0.22
C -7.53 5.59 -1.34  -0.23
C -6.49 4.92 -0.44  -0.19
S -4.94 5.05 -1.49  0.71
O -4.57 3.69 -1.87  -0.38
O -3.96 5.94 -0.85  -0.34
C -5.68 5.86 -2.94  -0.22
H -6.51 7.44 -1.80  0.12
H -7.70 6.80 -3.04  0.12
H -8.01 4.80 -1.91  0.12
H -8.29 6.06 -0.71  0.12
H -6.63 3.87 -0.18  0.10
H -6.24 5.31 0.54  0.10
H -6.15 5.20 -3.67  0.11
H -4.94 6.50 -3.41  0.11
C 6.36 -2.93 1.45  -0.20
C 6.75 -1.77 2.40  -0.23
C 5.66 -0.77 2.51  -0.22
S 4.06 -1.76 2.34  0.71
O 3.29 -1.16 1.28  -0.37
O 3.47 -1.97 3.67  -0.35
C 4.89 -3.32 1.70  -0.19
H 6.98 -3.80 1.63  0.11
H 6.53 -2.80 0.38  0.11
H 7.70 -1.27 2.22  0.12
H 6.80 -2.21 3.40  0.12
H 5.68 -0.11 1.64  0.10
H 5.56 -0.03 3.30  0.11
H 4.35 -3.59 0.79  0.09
H 4.70 -4.09 2.45  0.10
C 5.01 -2.95 -4.78  -0.21
C 3.97 -3.58 -5.70  -0.22
C 3.21 -2.38 -6.42  -0.16
S 3.30 -0.88 -5.24  0.69
O 2.01 -0.59 -4.75  -0.34
O 4.28 0.13 -5.70  -0.34
C 4.18 -1.89 -4.03  -0.25
H 5.69 -2.56 -5.54  0.12
H 5.55 -3.61 -4.11  0.12
H 3.22 -4.17 -5.16  0.11
H 4.39 -4.21 -6.48  0.11
H 2.16 -2.66 -6.54  0.09
H 3.60 -2.17 -7.41  0.10
H 3.31 -2.38 -3.61  0.09
H 4.61 -1.31 -3.22  0.11
C -2.29 -2.22 5.25  -0.21
C -2.23 -0.85 5.88  -0.24
C -3.56 -0.13 5.68  -0.21
S -3.92 -0.48 3.90  0.68
O -3.05 0.33 3.09  -0.35
O -5.35 -0.50 3.61  -0.34
C -3.21 -2.20 4.01  -0.19
H -2.51 -2.90 6.07  0.12
H -1.32 -2.42 4.80  0.11
H -1.51 -0.27 5.30  0.11
H -1.95 -0.82 6.93  0.12
H -3.80 0.91 5.91  0.11
H -4.36 -0.65 6.21  0.10
H -2.78 -2.42 3.04  0.10
H -4.08 -2.81 4.26  0.10